Entry from OMol25: 2 unconnected molecules or ions with the total composition C4H11NO2 in a non-equilibrium geometry (ωB97M-V/def2-TZVPD).

Cartesian coordinates (Å):
C -2.24632 -1.68253 -2.21320
C -1.41610 -1.22907 -1.05798
O -1.80224 -0.58387 -0.12301
O -0.13656 -1.65828 -1.19013
H -2.67720 -2.65987 -1.96045
H -1.66508 -1.85921 -3.11065
H -3.10632 -1.02712 -2.31736
H 0.51805 -1.15438 -0.67631
C 1.08769 2.09611 1.79832
C 0.91870 1.00692 0.69619
N 1.76375 -0.17098 0.88164
H 0.35884 1.89939 2.59301
H 0.86637 3.07509 1.38110
H 2.04910 2.02662 2.30589
H -0.13247 0.74432 0.62481
H 1.15900 1.52433 -0.23656
H 1.72597 -0.43486 1.86246
H 2.73480 0.08739 0.74225

Cartesian forces, eV/Å:
-0.667 -0.781 0.347
1.029 -0.128 -0.026
-0.246 0.180 0.055
-0.177 0.067 -0.684
0.119 0.059 0.119
0.002 0.393 -0.110
0.178 0.183 -0.291
-0.163 -0.066 0.770
-0.865 -1.013 0.177
0.374 1.553 0.446
-0.124 -0.061 -0.117
-0.022 0.152 -0.053
0.270 0.175 0.193
0.275 0.339 -0.397
0.035 -0.292 0.078
0.204 -0.510 -0.219
-0.203 -0.256 -0.113
-0.018 0.006 -0.175

Properties
Energy relative to the best compared isomer or geometry (same formula, charge and spin) = 0.432 eV
Multiplicity = 1
SMILES string = CC(=O)O.CCN
Frontier orbital gap = 10.79 eV


Entry from OMol25: a single C24H30N6O4S molecule in a non-equilibrium geometry (ωB97M-V/def2-TZVPD).

Cartesian coordinates (Å):
C 0.10699 2.36869 -1.83441
C -1.01505 1.77558 -2.19431
C -1.05142 0.56837 -3.09524
N -1.00943 -0.63037 -2.28994
C 0.05463 -1.42793 -1.96214
C 1.42970 -1.30242 -2.52564
O 2.21512 -0.33838 -1.85688
C 2.83063 -0.68345 -0.67602
C 2.55590 -1.85866 0.01273
C 3.22234 -2.16715 1.19266
C 2.91336 -3.44048 1.92195
C 4.17317 -1.28014 1.67686
C 4.43105 -0.10138 1.00083
C 3.77276 0.22606 -0.17492
C 4.05090 1.52699 -0.88807
C 3.61048 2.71428 -0.02814
C 5.53015 1.64663 -1.26039
N -0.31396 -2.31567 -1.08107
N -1.61283 -2.13460 -0.80607
C -2.02844 -1.12600 -1.52592
S -3.61750 -0.43304 -1.52075
C -4.27227 -1.15639 0.01253
C -3.21574 -1.27695 1.08902
O -3.10101 -2.33087 1.69170
C -2.36328 -0.11739 1.32724
C -1.06384 -0.32075 1.79692
N -0.63132 -1.52992 2.16422
N -0.20329 0.73478 1.89440
C 1.13359 0.54062 2.42244
C -0.55993 2.03528 1.55236
O 0.25361 2.93391 1.58323
N -1.86513 2.22456 1.20736
C -2.31189 3.58513 0.95938
C -2.83068 1.21802 1.05716
O -3.96147 1.53957 0.74553
H 0.12237 3.20586 -1.15836
H 1.06420 2.03180 -2.19807
H -1.97606 2.09131 -1.81489
H -1.97386 0.55168 -3.68201
H -0.18788 0.56253 -3.76336
H 1.91233 -2.28587 -2.50402
H 1.37757 -0.95680 -3.56317
H 1.79955 -2.53854 -0.34734
H 3.71524 -4.16192 1.76604
H 1.98709 -3.88196 1.56184
H 2.83446 -3.26444 2.99368
H 4.70558 -1.50785 2.58831
H 5.16461 0.58169 1.40001
H 3.46859 1.53233 -1.81295
H 3.76749 3.64491 -0.56882
H 4.18553 2.75448 0.89393
H 2.55667 2.64063 0.22974
H 5.84422 0.78901 -1.85146
H 6.15397 1.69793 -0.37172
H 5.69538 2.54900 -1.84496
H -4.67393 -2.14669 -0.20168
H -5.06182 -0.47055 0.32241
H 0.35167 -1.74362 2.15869
H -1.30174 -2.28323 2.00761
H 1.58695 1.52546 2.52005
H 1.74136 -0.05655 1.74354
H 1.08139 0.06452 3.40191
H -2.51392 3.72884 -0.10217
H -1.53103 4.26655 1.28602
H -3.23355 3.75721 1.51345

Cartesian forces, eV/Å:
0.044 0.133 -0.029
-0.103 -0.030 -0.172
0.083 0.409 0.012
-0.306 -0.761 0.379
0.126 0.026 -0.066
-0.136 -0.186 -0.124
0.253 0.205 0.170
0.193 0.105 0.154
-0.038 -0.112 -0.139
0.059 0.143 -0.037
0.088 -0.018 -0.020
-0.068 -0.062 0.034
-0.096 -0.083 -0.086
-0.260 -0.012 -0.302
0.109 0.134 0.018
-0.059 -0.148 -0.252
-0.244 -0.053 -0.100
0.957 -0.260 -0.263
-0.845 -0.007 -0.172
0.130 -0.092 -0.208
-0.292 0.135 -0.212
-0.112 -0.274 -0.350
-0.155 0.215 0.339
-0.193 -0.017 0.032
0.049 -0.034 0.184
-0.482 0.140 -0.080
0.123 -0.093 -0.014
0.045 -0.150 0.054
0.401 0.116 0.089
0.023 -0.175 -0.066
0.164 0.237 0.028
-0.247 0.229 -0.078
-0.051 0.261 0.036
0.455 -0.345 0.344
-0.254 0.170 -0.024
-0.060 0.166 0.192
0.205 -0.112 -0.115
-0.095 0.138 0.129
0.190 -0.014 -0.082
-0.156 -0.017 -0.005
-0.082 0.125 -0.039
0.068 -0.130 0.134
-0.028 -0.047 0.013
-0.005 -0.116 0.035
-0.070 -0.082 0.009
-0.030 -0.047 0.079
0.060 -0.018 0.129
0.110 0.128 0.040
0.069 0.024 0.103
0.024 0.153 -0.018
0.069 0.028 0.144
-0.128 0.036 0.086
0.095 -0.056 -0.056
0.110 0.009 0.106
0.071 0.102 -0.044
0.082 0.068 0.146
0.075 -0.052 -0.042
0.048 0.092 -0.024
0.100 0.108 0.097
-0.022 -0.190 0.006
-0.003 -0.009 0.033
-0.004 -0.035 -0.007
-0.027 0.040 0.010
-0.081 -0.058 -0.049
0.053 0.020 -0.087

Properties
Energy relative to the best compared isomer or geometry (same formula, charge and spin) = 0.000 eV
Multiplicity = 1
SMILES string = C=CCn1c(COc2cc(C)ccc2C(C)C)nnc1SCC(=O)c1c(N)n(C)c(=O)n(C)c1=O
Frontier orbital gap = 9.03 eV